No. 1
DFT (wB97M-V/def2-TZVPD) results for a 9-piece molecular cluster, C63H142F9N7O5P3 overall in a non-equilibrium geometry.

Cartesian coordinates (Å):
C  1.7754  18.8112  11.9271
O  1.8792  20.0040  11.0235
O  3.0141  18.6514  12.5516
C  0.4282  18.9866  12.7518
F  -0.7070  19.3116  12.0892
F  0.0809  17.8642  13.3361
F  0.5563  19.8323  13.8130
C  1.9922  19.8040  9.5843
C  0.7586  19.1560  8.9235
H  0.4024  18.2658  9.4421
H  -0.0217  19.9171  8.9226
H  0.9702  18.8320  7.9045
H  2.8760  19.2065  9.3607
H  2.1134  20.8135  9.1916
H  1.6702  17.9714  11.2403
C  -5.5079  27.3501  13.5663
C  -4.6435  26.0963  14.1025
N  -3.5348  25.8282  13.2051
C  -3.4983  24.8056  12.3163
C  -2.2702  24.8574  11.6631
N  -1.6359  26.0142  12.0416
C  -2.4110  26.5808  13.0077
C  -0.3695  26.4455  11.5463
H  -5.9276  27.2065  12.5706
H  -5.0788  28.3519  13.5504
H  -6.2822  27.5473  14.3076
H  -5.1646  25.1558  14.2816
H  -4.2486  26.2896  15.0998
H  -4.2900  24.0712  12.3267
H  -1.8035  24.2229  10.9242
H  -2.2204  27.5207  13.5045
H  0.5454  25.8990  11.7749
H  -0.2654  27.5277  11.4680
H  -0.3967  26.2182  10.4806
C  7.5447  22.8459  24.0275
C  6.1095  23.4273  23.9214
N  5.3571  23.1445  22.7269
C  4.2747  22.3302  22.6920
C  3.7730  22.4237  21.3994
N  4.6366  23.1310  20.6395
C  5.6957  23.5211  21.4610
C  4.6019  23.3484  19.2096
H  8.0898  23.1943  24.9048
H  8.2122  23.1388  23.2170
H  7.5792  21.7570  24.0623
H  5.9906  24.4875  24.1446
H  5.5120  23.0744  24.7620
H  3.8767  21.8178  23.5554
H  2.9228  22.0145  20.8740
H  6.5132  24.0954  21.0507
H  4.0480  22.5706  18.6841
H  5.5887  23.1450  18.7937
H  4.3178  24.3671  18.9455
C  11.0109  26.2838  -1.4289
C  9.5944  26.5052  -1.9414
C  8.4995  26.2311  -0.9437
C  8.3948  24.8076  -0.4174
P  6.9204  24.5204  0.7166
C  7.1672  25.4363  2.1460
C  5.9917  25.4548  3.0773
C  6.1087  26.3260  4.4163
C  7.2982  26.0155  5.3648
C  5.4018  25.0106  -0.2290
C  5.2613  24.5034  -1.6808
C  3.7680  24.3332  -2.0123
C  3.0041  25.6690  -2.0248
C  6.9177  22.7378  0.9995
C  6.1172  21.8715  1.9741
C  6.3271  20.4135  1.9611
C  5.7647  19.7521  3.2442
H  11.8483  26.5812  -2.0601
H  11.1191  25.2152  -1.2432
H  11.1765  26.7477  -0.4565
H  9.3462  25.9820  -2.8649
H  9.7104  27.5500  -2.2295
H  7.5922  26.6451  -1.3835
H  8.8771  26.7365  -0.0549
H  9.2270  24.6160  0.2600
H  8.5235  24.0614  -1.2015
H  7.5031  26.4334  1.8614
H  8.0130  25.0340  2.7037
H  5.7219  24.4197  3.2866
H  5.1468  25.8299  2.4997
H  5.2498  26.3882  5.0845
H  5.9481  27.4011  4.3361
H  8.2564  26.3140  4.9395
H  7.3871  24.9995  5.7496
H  7.0663  26.6294  6.2351
H  5.4328  26.0943  -0.1160
H  4.4630  24.8350  0.2963
H  5.7290  23.5266  -1.8042
H  5.7188  25.1038  -2.4672
H  3.4021  23.6412  -1.2538
H  3.6490  23.8304  -2.9720
H  3.6997  26.4206  -2.3983
H  2.6466  25.9767  -1.0422
H  2.1750  25.7584  -2.7267
H  7.9362  22.5652  1.3474
H  6.8248  22.3736  -0.0236
H  5.0860  22.0664  1.6793
H  6.2646  22.2715  2.9772
H  7.3862  20.1617  1.9041
H  5.9340  19.8703  1.1017
H  4.6849  19.6552  3.3577
H  5.8832  20.4834  4.0437
H  6.2451  18.7786  3.3418
C  -2.8242  17.9458  1.1112
C  -3.9866  16.8530  1.3275
C  -4.2307  16.4348  2.8288
C  -4.7722  17.5334  3.7661
P  -6.5611  18.1496  3.8666
C  -7.1343  18.5513  2.2405
C  -6.4363  19.6802  1.4779
C  -7.1366  20.4271  0.3421
C  -6.2756  21.5916  -0.2158
C  -7.6167  16.7685  4.4926
C  -7.4729  15.4423  3.6753
C  -8.7796  14.5600  3.7156
C  -8.6743  13.3144  4.6082
C  -6.4370  19.6903  4.9491
C  -7.7809  20.3351  5.1571
C  -7.7227  21.3163  6.3067
C  -6.9731  22.6117  6.0039
H  -1.9298  17.3336  0.9958
H  -2.6070  18.5225  2.0102
H  -2.9253  18.6699  0.3028
H  -3.9349  15.9898  0.6640
H  -4.8916  17.2151  0.8397
H  -3.2904  16.0632  3.2360
H  -4.9024  15.5837  2.7160
H  -4.3735  18.5295  3.5737
H  -4.3875  17.2985  4.7586
H  -8.1841  18.8442  2.2235
H  -6.9523  17.5959  1.7483
H  -5.4419  19.3673  1.1594
H  -6.1098  20.5037  2.1131
H  -7.9881  20.9069  0.8246
H  -7.6053  19.8462  -0.4522
H  -5.5562  21.1555  -0.9090
H  -5.8906  22.2165  0.5901
H  -6.8851  22.2340  -0.8513
H  -8.6575  17.0922  4.4868
H  -7.4623  16.5451  5.5482
H  -6.5828  14.9502  4.0673
H  -7.2509  15.7387  2.6502
H  -8.8302  14.1786  2.6957
H  -9.7008  15.0322  4.0569
H  -9.6335  12.8003  4.6678
H  -8.3000  13.5523  5.6039
H  -7.9720  12.5698  4.2336
H  -5.7256  20.4414  4.6059
H  -6.0553  19.2975  5.8914
H  -8.4733  19.4996  5.2602
H  -8.2131  20.8527  4.3008
H  -7.3315  20.7533  7.1541
H  -8.7332  21.4818  6.6804
H  -7.5108  23.2696  5.3212
H  -5.9520  22.5024  5.6385
H  -6.9702  23.2187  6.9092
C  12.3206  18.8044  11.2002
N  11.0434  19.6417  11.4303
C  11.4286  21.0829  11.0686
C  9.8972  19.2626  10.4108
C  10.3541  19.3740  12.8186
C  9.5715  20.6514  13.3314
O  8.6065  21.1176  12.4452
H  12.7808  19.1250  10.2656
H  12.1105  17.7349  11.1892
H  13.0805  19.0871  11.9286
H  12.0027  21.5280  11.8812
H  10.5030  21.6470  10.9533
H  12.0455  21.0964  10.1701
H  10.4148  19.2821  9.4518
H  9.0505  19.9481  10.3740
H  9.5302  18.2541  10.6019
H  11.2083  19.3191  13.4935
H  9.8558  18.4152  12.9617
H  10.1599  21.5044  13.6694
H  9.0395  20.3938  14.2472
H  7.9448  20.4440  12.6185
C  1.0391  13.9236  20.9505
N  1.6289  15.0672  21.8761
C  0.6698  16.2002  21.8118
C  1.5643  14.5568  23.3512
C  3.0689  15.4534  21.5346
C  3.3966  15.7874  20.0834
O  2.6244  16.6932  19.4054
H  1.7204  13.0940  21.1390
H  1.2493  14.1832  19.9130
H  -0.0160  13.6624  21.0318
H  -0.3662  15.8918  21.9517
H  0.6739  16.7629  20.8783
H  0.8427  16.8318  22.6832
H  2.1775  13.6781  23.5509
H  0.5670  14.2104  23.6225
H  1.7021  15.4878  23.9010
H  3.7082  14.6111  21.7990
H  3.3653  16.2767  22.1845
H  3.6311  14.9277  19.4557
H  4.3811  16.2423  20.1924
H  2.8357  16.7120  18.4692
C  8.0304  9.3249  10.1310
N  7.3732  10.4493  10.9784
C  6.1283  9.6687  11.5554
C  8.4473  10.7777  12.0781
C  6.9343  11.7205  10.2118
C  5.9279  12.6968  10.9165
O  6.6760  13.3956  11.8708
H  9.0111  9.7094  9.8511
H  7.3715  9.0042  9.3240
H  8.3885  8.4967  10.7425
H  5.5835  10.1857  12.3454
H  6.5749  8.8285  12.0871
H  5.5475  9.2143  10.7528
H  9.3754  11.2720  11.7910
H  8.8839  9.8546  12.4595
H  8.0453  11.3987  12.8786
H  6.3450  11.3282  9.3829
H  7.8774  12.1577  9.8840
H  5.1095  12.3056  11.5209
H  5.6232  13.5020  10.2479
H  6.1920  14.2023  12.0619
P  -0.6117  24.6781  3.4983
F  -1.7884  25.5121  4.2317
F  -0.9454  25.3176  2.0859
F  0.1258  26.0810  3.9564
F  0.7452  23.9638  2.9620
F  -0.2221  24.1249  4.9659
F  -1.5966  23.4125  3.1148

Atomic forces in eV per Å
C 4.007 0.516 -0.787
O -1.007 0.045 -0.545
O -3.486 0.265 -0.108
C 0.993 0.539 0.594
F 0.562 0.849 -0.648
F 0.109 -2.369 0.624
F 0.079 0.760 -0.629
C -0.616 -0.621 1.399
C 0.207 0.447 0.366
H 0.059 0.132 0.224
H -0.271 -0.268 -0.139
H 0.083 0.264 -0.147
H 0.297 -0.032 0.077
H 0.179 -0.097 -0.079
H -0.952 -0.451 -0.043
C -0.065 -0.983 1.068
C -0.608 2.231 0.021
N 2.128 1.064 -1.030
C 1.580 -0.980 -0.397
C -1.241 -0.011 -0.203
N -2.071 -0.411 2.541
C -0.418 -0.453 -0.188
C 0.893 0.507 -2.772
H -0.101 -0.401 0.206
H 1.180 -0.392 -0.002
H -0.468 -0.549 -0.212
H -0.456 0.220 -0.703
H 0.210 0.442 -0.119
H 0.230 -0.019 -0.273
H -0.308 -0.067 0.055
H 0.102 -0.143 -0.040
H -0.366 0.095 1.294
H 0.018 -0.069 0.932
H -0.277 -0.076 -0.306
C 0.061 0.301 -0.459
C 0.723 0.205 2.068
N 1.706 -0.436 -2.116
C -1.640 0.587 -1.565
C -0.213 -0.900 0.323
N 2.715 0.544 2.126
C -2.951 -0.361 -0.457
C 0.693 -0.340 -1.014
H -0.532 0.149 0.234
H -0.291 0.160 -0.321
H -0.395 -0.002 -0.005
H 0.779 0.300 -0.559
H -0.026 -0.654 -0.152
H 0.087 0.273 -0.049
H -0.115 -0.211 0.573
H 0.102 0.047 0.640
H -0.705 0.316 0.421
H 0.287 0.397 0.295
H -0.270 -0.242 0.095
C 0.064 -1.753 0.576
C 1.295 0.548 -1.030
C 0.716 0.731 0.806
C -0.501 -0.564 0.455
P -0.780 -1.431 -3.340
C 1.233 1.435 1.924
C -1.697 1.160 1.307
C 0.203 -0.673 0.192
C -0.562 0.757 -0.413
C 0.596 0.728 0.479
C -0.286 -0.373 -0.204
C -0.168 0.046 0.086
C 0.487 0.203 -0.157
C 1.339 -0.664 0.149
C -1.839 2.391 -0.683
C 0.325 -1.914 0.239
C -0.129 0.802 -0.256
H -0.433 0.111 -0.306
H 0.466 -0.230 0.051
H -0.201 0.310 0.043
H 0.466 -0.237 -0.155
H -1.311 0.320 0.048
H -0.269 -0.094 0.569
H -0.858 0.965 0.125
H 0.233 0.021 0.071
H -0.642 -0.258 -0.025
H -0.177 0.251 -0.108
H 0.369 -0.320 -0.243
H -0.009 -0.001 0.474
H -0.282 0.162 0.207
H -0.845 -1.950 -0.268
H 1.392 0.468 -1.426
H 0.073 0.041 0.123
H -0.293 -0.207 -0.392
H 0.553 0.093 0.146
H 0.156 0.403 -0.586
H 0.191 -0.708 0.423
H 0.092 -0.200 0.217
H 0.228 0.487 0.403
H -0.482 -0.019 -0.042
H 0.181 0.014 -0.035
H 0.100 0.298 0.172
H 0.041 -0.014 -0.007
H -0.128 -0.592 0.168
H 0.623 0.009 -0.578
H 0.138 -0.318 -0.091
H -0.465 -0.055 0.582
H -0.052 -0.067 0.091
H 0.313 0.159 0.265
H -0.330 0.464 -0.298
H -0.209 -0.360 -1.012
H 1.019 -0.495 0.557
H -0.106 0.192 0.648
C -0.341 -1.856 0.742
C -0.029 1.755 -0.057
C -0.352 0.384 -2.121
C -0.699 0.650 -0.020
P 1.727 -0.393 1.141
C -0.148 0.644 -1.082
C 1.984 0.579 -0.191
C -0.918 0.864 0.529
C -0.825 -1.023 -0.444
C -0.439 0.122 0.205
C -0.775 1.075 0.518
C 1.463 -0.970 0.048
C 0.577 -0.182 0.030
C 0.074 -1.074 -0.788
C -0.829 -0.293 -0.406
C -0.518 -0.616 0.543
C -0.534 0.384 0.542
H 0.263 0.331 -0.425
H -0.422 0.042 0.197
H -0.253 -0.445 -0.150
H 1.164 -0.399 0.415
H -0.511 0.679 0.662
H -0.039 0.055 0.100
H -0.038 -0.025 0.613
H 0.771 -0.052 -0.418
H -0.601 0.122 0.358
H -0.313 -0.641 0.387
H -0.551 0.012 -0.523
H 0.020 -0.522 -0.377
H -0.416 0.034 0.725
H -0.363 0.070 0.059
H 0.485 -0.394 -0.041
H 0.631 0.340 0.419
H 0.448 -0.206 -0.179
H -0.191 -0.006 0.129
H -0.094 0.238 -0.361
H 0.495 0.290 0.106
H -0.205 -0.415 -0.102
H -0.103 -0.364 -0.134
H -0.786 0.218 -0.031
H 0.244 0.718 -0.567
H -0.018 0.168 0.183
H -0.328 0.111 0.211
H 0.108 0.096 -0.280
H 0.333 -0.480 -0.465
H -0.011 0.043 0.209
H -0.491 0.162 0.844
H 0.577 0.069 -0.500
H 0.693 0.232 0.186
H -0.192 0.555 -0.391
H -0.097 -0.365 -0.405
H -0.033 -0.144 0.109
H 0.409 -0.100 0.167
C -0.581 0.546 0.025
N -1.879 -0.918 -1.056
C -0.584 -0.076 1.227
C 1.709 -0.347 -0.533
C 2.247 2.840 1.020
C 0.287 -0.668 0.573
O -0.335 -0.451 -0.336
H -0.501 -0.240 -0.243
H -0.070 0.207 0.164
H -0.415 -0.182 0.459
H 0.037 -0.185 0.032
H 0.190 -0.022 -0.113
H -0.330 -0.261 0.031
H -0.283 -0.103 -0.149
H 0.491 0.250 0.590
H 0.292 0.064 0.187
H 0.095 -0.109 0.205
H -0.274 0.168 -1.086
H 0.728 -0.272 -0.563
H 0.308 -0.606 0.314
H -1.137 0.422 -0.804
C 2.490 0.448 -0.251
N -1.983 -2.056 0.047
C -0.610 1.012 0.408
C -0.590 0.646 -0.820
C -0.868 -0.211 -0.352
C 2.108 -0.413 -0.197
O -1.871 0.957 0.149
H -0.465 -0.329 0.176
H -0.202 0.428 0.077
H 0.205 0.483 0.785
H 0.193 -0.681 -0.037
H 0.622 -0.217 0.069
H 0.328 0.358 -0.330
H 0.667 0.610 -0.214
H -0.303 0.238 -0.631
H 0.719 -0.605 0.533
H -0.147 -0.087 0.043
H -0.475 0.065 0.085
H -0.528 -0.577 0.261
H 0.532 -0.074 0.298
H 0.072 -0.097 -0.061
C 0.925 1.463 0.069
N -0.084 -1.216 1.503
C 1.728 -0.070 0.900
C -0.479 -0.359 0.353
C -1.355 -1.201 -0.004
C 1.762 0.269 0.606
O 1.218 0.756 1.237
H -0.323 0.348 -0.972
H 0.268 0.211 0.057
H -1.001 -0.040 0.453
H -0.092 0.521 -0.654
H 0.093 -0.050 -0.071
H -0.091 0.711 -0.076
H -0.546 0.433 -1.298
H -0.821 -0.310 0.177
H -0.433 -0.284 -0.211
H 0.425 -0.080 -0.397
H -0.410 0.434 -0.014
H -0.412 -0.880 -1.102
H -0.540 -0.922 -0.924
H 0.106 0.178 0.311
P -0.277 2.027 1.829
F -2.970 -1.346 -0.357
F 0.196 -0.094 -0.628
F 2.876 -0.064 -1.252
F -0.536 0.242 -0.456
F -0.181 -1.380 0.243
F 1.005 0.482 0.726

Properties
frontier orbital gap	4.361	eV
energy	-5166.23096	a.u.
lowest unoccupied orbital energy	-7.4	eV
charge	+5
2S+1	1


No. 2
DFT (wB97M-V/def2-TZVPD) results for a 2-piece molecular cluster, C5H9N2S overall in a non-equilibrium geometry.

Cartesian coordinates (Å):
C  2.5990  -0.3192  -1.2432
C  1.8978  0.0248  -2.3302
C  0.5440  0.2574  -0.4922
C  -0.4078  0.6951  0.3643
C  -2.4248  -0.9592  1.8901
N  1.8818  -0.1393  -0.1263
N  0.6493  0.4129  -1.8473
S  -3.3930  0.4323  1.7824
H  3.6552  -0.5755  -1.3729
H  2.0352  -0.0764  -3.3903
H  -0.4513  0.4497  1.3721
H  -1.1795  1.1702  -0.0908
H  -1.9207  -1.4005  1.0383
H  -1.8630  -1.2259  2.8093
H  2.1771  -0.4440  0.7202
H  -0.2376  0.8014  -2.2804
H  -3.5616  0.8962  3.1968

Atomic forces in eV per Å
C 2.295 -0.182 -0.987
C -2.755 0.595 -0.390
C 4.381 -0.015 0.203
C 1.139 -1.111 -0.602
C 1.446 -0.213 1.369
N -3.017 0.749 -3.237
N -2.337 0.450 0.261
S -0.588 0.831 2.028
H -0.508 -0.226 0.940
H 0.461 0.189 0.014
H 0.276 -0.033 1.555
H -2.529 1.322 -0.853
H -0.769 0.202 -0.500
H -0.869 0.337 -0.392
H 0.796 -0.838 3.243
H 2.026 -0.826 -0.141
H 0.552 -1.232 -2.513

Properties
frontier orbital gap (spin up / spin down)	9.472 / 4.557	eV
relative energy (zero: lowest compared OMol25 entry of this formula, charge and spin)	355.10	kJ/mol
energy	-703.23687	a.u.
lowest unoccupied orbital energy (spin up / spin down)	-3.1 / -6.0	eV
charge	+1
2S+1	1


No. 3
DFT (wB97M-V/def2-TZVPD) results for one molecule with the formula C4H5NO.

Cartesian coordinates (Å):
O  -1.1814  1.6332  1.1946
C  -0.5243  0.7720  0.6795
C  -0.7215  -0.7432  0.4532
C  0.5727  -0.7005  -0.3631
N  0.5613  0.3137  -1.3873
C  0.8237  0.7384  -0.0160
H  -0.5592  -1.2477  1.4142
H  -1.6453  -1.1155  -0.0001
H  1.2982  -1.4996  -0.4584
H  -0.3610  0.5730  -1.7302
H  1.7369  1.2763  0.2137

Atomic forces in eV per Å
O 0.363 -0.452 -0.129
C -0.226 0.345 0.215
C -0.153 -0.047 -0.041
C 0.157 -0.319 0.043
N -0.167 -0.026 -0.250
C 0.169 0.305 0.156
H -0.099 0.083 -0.110
H 0.159 0.105 -0.038
H -0.067 0.131 0.100
H 0.023 -0.084 0.109
H -0.159 -0.041 -0.056

Properties
frontier orbital gap	10.569	eV
relative energy (zero: lowest compared OMol25 entry of this formula, charge and spin)	199.41	kJ/mol
SMILES	O=C1C[C@H]2N[C@@H]12
energy	-285.33863	a.u.
lowest unoccupied orbital energy	1.0	eV
2S+1	1


What did the third record say?
DFT (wB97M-V/def2-TZVPD) results for one molecule with the formula C4H5NO.

Cartesian coordinates (Å):
O  -1.1814  1.6332  1.1946
C  -0.5243  0.7720  0.6795
C  -0.7215  -0.7432  0.4532
C  0.5727  -0.7005  -0.3631
N  0.5613  0.3137  -1.3873
C  0.8237  0.7384  -0.0160
H  -0.5592  -1.2477  1.4142
H  -1.6453  -1.1155  -0.0001
H  1.2982  -1.4996  -0.4584
H  -0.3610  0.5730  -1.7302
H  1.7369  1.2763  0.2137

Atomic forces in eV per Å
O 0.363 -0.452 -0.129
C -0.226 0.345 0.215
C -0.153 -0.047 -0.041
C 0.157 -0.319 0.043
N -0.167 -0.026 -0.250
C 0.169 0.305 0.156
H -0.099 0.083 -0.110
H 0.159 0.105 -0.038
H -0.067 0.131 0.100
H 0.023 -0.084 0.109
H -0.159 -0.041 -0.056

Properties
frontier orbital gap	10.569	eV
relative energy (zero: lowest compared OMol25 entry of this formula, charge and spin)	199.41	kJ/mol
SMILES	O=C1C[C@H]2N[C@@H]12
energy	-285.33863	a.u.
lowest unoccupied orbital energy	1.0	eV
2S+1	1


> Which value of energy does entry 1 give?

-5166.23096 a.u.